# 1
The following is a quantum chemistry calculation of 2 unconnected molecules or ions with the total composition C5H14NS, from the OMol25 dataset.

HOMO level: -12.5 eV
HOMO-LUMO gap: 9.246 eV
Lowest unoccupied orbital energy: -0.11907 hartree
Relative energy (zero: lowest compared OMol25 entry of this formula, charge and spin): 1.092 eV

Structure (ORCA input):
```
! wB97M-V def2-TZVPD RIJCOSX def2/J DEFGRID3
* xyz 1 1
S -0.075 -0.322 -2.050
N -0.566 -0.568 1.069
C 0.023 -0.228 2.383
C 1.550 0.475 -1.939
C 1.343 -0.265 2.483
C -1.006 -0.001 3.445
C -1.017 1.013 -2.841
H -1.739 0.738 3.104
H -2.069 0.741 -2.781
H 2.166 0.298 -2.820
H 1.860 0.123 3.346
H -0.565 0.332 4.379
H -0.712 0.240 0.452
H 1.914 -0.736 1.689
H -1.587 -0.904 3.644
H -1.474 -1.017 1.180
H -0.860 1.951 -2.311
H 1.419 1.559 -1.918
H 0.023 -1.204 0.531
H 2.102 0.164 -1.054
H -0.734 1.119 -3.885
*
```



# 2
The following is a quantum chemistry calculation of a single C4H10N2 molecule in a non-equilibrium geometry, from the OMol25 dataset.

HOMO level: -8.3 eV
HOMO-LUMO gap: 9.193 eV
SMILES string: [H]/N=C(/N)C(C)C
Lowest unoccupied orbital energy: 0.03360 hartree
Relative energy (zero: lowest compared OMol25 entry of this formula, charge and spin): 4.169 eV

Structure (ORCA input):
```
! wB97M-V def2-TZVPD RIJCOSX def2/J DEFGRID3
* xyz 0 1
N -1.028 -1.045 -0.931
N -2.187 0.370 0.553
C -0.989 -0.092 -0.083
C 1.264 -0.460 1.086
C 0.305 0.570 0.320
C 0.797 0.484 -1.291
H -0.327 -1.666 -1.241
H 2.228 0.051 1.209
H -0.025 1.540 0.545
H -1.997 1.101 1.421
H 0.237 1.231 -1.937
H 1.847 0.731 -1.221
H 0.728 -0.757 -1.644
H -3.080 -0.276 0.782
H 0.789 -0.451 1.965
H 1.438 -1.333 0.465
*
```



# 3
The following is a quantum chemistry calculation of a gas-phase ion, C3H10NS (charge +1) in a non-equilibrium geometry, from the OMol25 dataset.

HOMO level: -14.4 eV
HOMO-LUMO gap: 11.339 eV
Lowest unoccupied orbital energy: -0.11390 hartree
Relative energy (zero: lowest compared OMol25 entry of this formula, charge and spin): 0.955 eV

Structure (ORCA input):
```
! wB97M-V def2-TZVPD RIJCOSX def2/J DEFGRID3
* xyz 1 1
S 0.716 0.270 -0.616
N -0.298 -1.494 1.327
C 0.937 1.540 0.700
C -0.782 0.817 -1.500
C 0.232 -1.469 0.017
H -1.696 0.520 -1.002
H -1.303 -1.496 1.345
H 1.118 -2.071 -0.140
H -0.557 1.873 -1.611
H 0.002 -2.297 1.835
H 1.559 2.340 0.321
H -0.525 -1.734 -0.724
H -0.717 0.391 -2.499
H 1.375 0.987 1.526
H -0.060 1.824 1.020
*
```



# 4
The following is a quantum chemistry calculation of a molecular structure, C15H22N2O2S in a non-equilibrium geometry, from the OMol25 dataset.

HOMO level: -7.3 eV
HOMO-LUMO gap: 7.785 eV
Lowest unoccupied orbital energy: 0.01962 hartree
Relative energy (zero: lowest compared OMol25 entry of this formula, charge and spin): 13.334 eV

Structure (ORCA input):
```
! wB97M-V def2-TZVPD RIJCOSX def2/J DEFGRID3
* xyz 0 1
S 2.908 -0.742 0.053
O 0.863 -4.639 -0.647
O -0.206 -2.142 2.130
N 0.281 -1.010 -0.471
N 0.824 1.020 0.240
C 3.791 0.909 0.453
C -3.104 0.148 -0.524
C 0.571 -2.465 -1.053
C -1.524 2.073 0.470
C 4.492 3.273 -0.005
C -0.444 0.892 0.150
C 0.778 -3.300 0.118
C -3.880 2.437 0.462
C -2.130 -0.519 -0.672
C -0.845 -0.315 -0.548
C -2.887 1.663 0.067
C 3.934 2.094 -0.632
C -4.529 -0.021 -0.638
C -0.260 -3.194 1.173
C 1.301 -0.124 -0.233
H -0.160 -4.429 1.689
H 4.612 4.021 -0.873
H -0.054 -4.778 -0.801
H -0.408 -2.638 -1.570
H -5.147 0.151 0.152
H 3.155 1.088 1.171
H -1.197 2.839 1.161
H 4.303 1.665 -1.454
H 4.683 0.585 0.865
H -4.628 -0.928 -1.138
H 2.635 2.353 -0.816
H -1.175 -3.230 0.677
H 1.830 -2.986 0.407
H -2.505 -1.589 -1.044
H 5.545 2.996 0.380
H -4.551 2.153 1.014
H 0.727 -2.018 2.125
H -3.387 3.664 0.961
H -5.014 0.726 -1.523
H 1.487 -2.206 -1.864
H -4.433 2.782 -0.414
H 3.754 3.741 1.001
*
```



# 5
The following is a quantum chemistry calculation of a molecular structure, C21H29GeN4O3PtS, from the OMol25 dataset.

HOMO level: -4.4 eV
HOMO-LUMO gap: 6.911 eV
Lowest unoccupied orbital energy: 0.09062 hartree
Relative energy (zero: lowest compared OMol25 entry of this formula, charge and spin): 0.000 eV

Structure (ORCA input):
```
! wB97M-V def2-TZVPD RIJCOSX def2/J DEFGRID3
* xyz -1 1
Pt -0.320 1.069 -0.140
Ge -3.104 2.182 -1.407
S -0.905 -1.068 -0.636
O 3.686 2.065 -0.532
O 0.327 3.051 0.261
O 1.789 0.889 -0.369
N 0.167 -3.640 -1.329
N 0.153 -0.835 2.166
N 0.487 -1.923 1.685
N 0.470 -3.303 -0.063
C 1.169 -1.603 4.311
C 0.984 -6.199 -3.818
C 2.353 4.009 1.109
C 1.789 4.134 -1.346
C 0.589 -0.626 3.507
C -2.284 1.474 0.201
C 2.478 1.955 -0.344
C 1.736 3.298 -0.080
C -2.202 3.854 -1.950
C -5.005 2.657 -1.148
C 0.394 0.660 3.993
C 0.509 -5.034 -3.244
C -3.002 0.928 -2.909
C 1.549 -1.280 5.603
C 0.684 -4.799 -1.877
C 1.641 -7.152 -3.050
C 0.783 0.978 5.286
C 1.359 0.008 6.093
C 1.816 -6.913 -1.693
C 1.347 -5.752 -1.100
C 0.079 -2.143 0.343
H -5.106 3.410 -0.364
H -2.351 2.220 1.006
H 1.295 3.614 -2.169
H -0.203 3.715 -0.196
H 2.247 3.396 2.005
H -5.579 1.779 -0.849
H -3.363 -0.053 -2.598
H 0.637 1.982 5.664
H 2.014 -8.062 -3.502
H 1.859 4.969 1.278
H 1.313 -2.595 3.906
H 2.832 4.291 -1.615
H -0.170 -2.900 -1.939
H -5.439 3.056 -2.067
H -0.058 1.389 3.330
H -2.661 4.283 -2.843
H 2.000 -2.036 6.235
H 1.663 0.252 7.103
H 0.842 -6.363 -4.879
H -2.847 0.596 0.529
H 2.330 -7.644 -1.080
H -1.154 3.650 -2.182
H -1.963 0.814 -3.219
H -2.260 4.603 -1.155
H 3.413 4.168 0.921
H 1.308 5.106 -1.194
H 1.487 -5.560 -0.047
H -3.597 1.271 -3.757
H 0.000 -4.293 -3.848
*
```



# 6
The following is a quantum chemistry calculation of 2 unconnected molecules or ions with the total composition C5H8ClN3 in a non-equilibrium geometry, from the OMol25 dataset.

HOMO level: -8.8 eV
HOMO-LUMO gap: 9.472 eV
SMILES string: C=C/N=C(\N)Cl.C=C=N
Lowest unoccupied orbital energy: 0.02516 hartree
Relative energy (zero: lowest compared OMol25 entry of this formula, charge and spin): 2.607 eV

Structure (ORCA input):
```
! wB97M-V def2-TZVPD RIJCOSX def2/J DEFGRID3
* xyz 0 1
Cl -0.013 2.745 -1.727
N 0.406 0.366 -1.097
N -1.378 1.360 -0.002
N 2.843 0.684 0.549
C 2.137 -1.595 1.379
C -0.411 1.433 -0.810
C -2.541 -0.487 1.039
C -1.466 0.225 0.914
C 2.604 -0.424 1.005
H 1.345 0.570 -1.249
H 0.132 -0.584 -1.182
H -2.608 -1.422 1.567
H 1.407 -1.572 2.104
H -3.401 -0.338 0.381
H 3.454 1.313 1.064
H -0.451 0.179 1.317
H 2.673 -2.578 1.230
*
```



# 7
The following is a quantum chemistry calculation of 8 unconnected molecules or ions with the total composition C29H54FNO12S5 in a non-equilibrium geometry, from the OMol25 dataset.

HOMO level: -8.0 eV
HOMO-LUMO gap: 8.015 eV
Lowest unoccupied orbital energy: -0.00092 hartree
Relative energy (zero: lowest compared OMol25 entry of this formula, charge and spin): 0.000 eV

Structure (ORCA input):
```
! wB97M-V def2-TZVPD RIJCOSX def2/J DEFGRID3
* xyz 0 1
S -0.243 -2.813 -0.516
S -0.520 -0.840 5.461
S -1.786 2.625 -4.724
S -3.949 2.318 0.586
S 2.677 -3.178 3.868
F 5.081 2.752 -3.852
O -3.144 2.861 -4.617
O 2.919 -3.283 5.289
O -2.584 2.566 1.084
O -1.241 1.380 -4.253
O 0.866 -2.849 -1.451
O 1.924 -2.100 3.367
O 0.637 -0.030 5.215
O -5.046 3.129 0.921
O 3.610 -0.668 -0.008
O -0.158 2.019 -0.389
O -0.121 -2.026 0.653
O -0.681 -1.763 6.543
N 1.421 0.396 0.714
C -4.377 0.646 0.777
C 0.299 4.033 -5.595
C 4.170 4.623 -2.581
C -2.727 -3.702 -0.564
C -4.709 0.240 -0.489
C -1.914 -4.431 0.627
C 4.181 2.986 -0.270
C -1.865 -2.687 -1.290
C -3.794 2.364 -1.100
C 2.895 -4.715 1.878
C -1.343 2.476 -6.392
C 0.824 1.090 -0.548
C -0.534 3.594 -6.774
C 2.202 -4.730 3.258
C 1.131 0.671 -1.873
C 3.787 5.096 -1.352
C -2.614 -1.286 4.008
C -1.114 -1.441 3.930
C 4.573 3.239 -2.740
C -0.705 3.903 -4.492
C -1.767 0.304 5.650
C -2.652 0.250 4.451
C 4.322 -4.233 2.185
C 3.749 4.397 -0.233
C 1.434 1.203 1.914
C -3.786 0.906 -1.524
C -0.511 -4.414 0.103
C 4.440 2.490 -1.604
C 4.252 -3.086 3.062
H -4.638 3.042 -1.514
H 5.087 -3.087 3.676
H -0.517 -5.110 -0.824
H -0.386 3.854 -3.569
H 1.026 3.267 -5.520
H 1.994 2.129 1.674
H 4.626 1.448 -1.642
H 1.110 -0.514 0.821
H 0.220 0.507 -2.360
H 2.338 -0.054 0.232
H -0.088 3.397 -7.844
H -3.284 -2.028 4.496
H -1.075 -2.443 3.830
H 4.217 -1.346 -0.376
H -2.865 0.372 -1.578
H 4.295 5.353 -3.443
H -1.923 -1.556 -1.183
H 3.557 6.125 -1.319
H -3.796 0.401 4.588
H -4.223 0.890 -2.595
H 5.062 -5.011 2.442
H -1.345 4.396 -6.988
H -2.860 2.901 -1.396
H -3.119 -4.516 -1.221
H 0.868 4.867 -5.886
H -2.213 0.994 3.625
H 0.230 -4.761 0.842
H -5.820 0.559 -0.790
H 4.137 -2.146 2.588
H -1.852 -2.882 -2.270
H -3.614 -3.313 -0.063
H -2.334 -5.470 0.662
H -2.335 -0.146 6.460
H 3.426 4.613 0.512
H 2.766 -5.482 3.960
H 2.808 -5.775 1.477
H -2.020 -3.845 1.608
H 4.940 -3.907 1.213
H -1.574 1.263 5.881
H -0.759 -1.096 3.026
H 2.611 -4.140 0.993
H -1.317 4.696 -4.434
H -0.731 1.703 -6.584
H 1.596 -0.255 -1.945
H -3.607 -0.017 1.313
H 1.081 -4.881 3.308
H 2.027 0.716 2.515
H -2.269 2.350 -7.005
H -4.751 -0.783 -0.459
H 4.246 2.342 0.478
H 1.529 1.428 -2.526
H -3.127 -1.499 3.165
H 0.473 1.501 2.332
H -5.314 0.709 1.280
*
```



# 8
The following is a quantum chemistry calculation of a single C5H10N2O molecule in a non-equilibrium geometry, from the OMol25 dataset.

HOMO level: -8.7 eV
HOMO-LUMO gap: 9.563 eV
SMILES string: CCN(C=O)N1CC1
Lowest unoccupied orbital energy: 0.03266 hartree
Relative energy (zero: lowest compared OMol25 entry of this formula, charge and spin): 6.519 eV

Structure (ORCA input):
```
! wB97M-V def2-TZVPD RIJCOSX def2/J DEFGRID3
* xyz 0 1
O -2.728 0.552 -0.297
N -0.572 -0.025 -0.299
N 0.498 -1.048 -0.071
C 0.888 1.969 -0.848
C 0.028 -2.102 0.931
C -1.930 -0.207 0.212
C 0.897 -0.796 1.364
C -0.183 0.923 -1.354
H 0.379 0.310 -1.975
H 1.637 1.318 -0.064
H 0.662 -2.947 0.629
H -1.189 1.090 -1.725
H 1.874 -0.906 1.466
H 0.482 0.126 2.163
H 1.705 2.099 -1.795
H -1.958 -0.862 0.990
H -1.047 -2.536 1.217
H 0.557 3.041 -0.545
*
```



# 9
The following is a quantum chemistry calculation of 3 unconnected molecules or ions with the total composition C9H24O3 in a non-equilibrium geometry, from the OMol25 dataset.

HOMO level (spin up / spin down): -12.4 / -12.4 eV
HOMO-LUMO gap (spin up / spin down): 9.640 / 3.179 eV
Lowest unoccupied orbital energy (spin up / spin down): -0.10262 / -0.34003 hartree
Relative energy (zero: lowest compared OMol25 entry of this formula, charge and spin): 0.120 eV

Structure (ORCA input):
```
! wB97M-V def2-TZVPD RIJCOSX def2/J DEFGRID3
* xyz 1 2
O -18.951 10.058 9.238
O -17.826 7.647 9.130
O -17.518 2.003 13.572
C -20.310 10.361 9.572
C -17.969 4.328 14.067
C -20.618 9.802 10.966
C -15.628 6.846 9.730
C -16.100 2.963 14.915
C -21.086 9.836 8.378
C -17.576 2.993 14.686
C -16.690 7.897 9.983
C -17.098 7.900 11.458
H -17.473 8.864 11.801
H -16.250 8.824 9.616
H -17.681 5.179 14.685
H -14.776 7.053 10.378
H -15.745 3.842 15.454
H -15.486 3.073 14.021
H -18.289 2.134 13.014
H -19.031 4.456 13.857
H -15.212 6.867 8.722
H -17.365 4.472 13.171
H -17.720 7.069 11.791
H -19.936 10.173 11.731
H -20.566 8.714 10.929
H -21.603 10.113 11.314
H -15.981 5.831 9.916
H -18.166 2.921 15.600
H -18.679 10.618 8.507
H -21.081 8.747 8.348
H -20.731 10.133 7.391
H -20.462 11.440 9.590
H -22.098 10.239 8.406
H -18.449 8.360 9.292
H -15.687 2.173 15.543
H -16.122 7.952 11.942
*
```



# 10
The following is a quantum chemistry calculation of a molecular structure, BaCl9O36Pb in a non-equilibrium geometry, from the OMol25 dataset.

HOMO level: 3.9 eV
HOMO-LUMO gap: 1.912 eV
Lowest unoccupied orbital energy: 0.21196 hartree

Structure (ORCA input):
```
! wB97M-V def2-TZVPD RIJCOSX def2/J DEFGRID3
* xyz -5 1
Pb 2.996 1.869 3.343
Ba 0.097 0.500 -0.415
Cl 4.137 -0.371 -0.081
Cl -2.585 -2.868 1.513
Cl -4.062 1.282 -1.109
Cl 1.925 3.972 0.809
Cl -2.105 -1.756 -3.813
Cl -1.148 2.144 3.623
Cl 1.426 -2.331 3.614
Cl 1.455 -3.643 -0.881
Cl 0.300 3.187 -4.046
O -2.689 1.234 -1.424
O -1.544 -2.529 -4.831
O -4.458 0.603 0.019
O 1.290 2.853 -4.993
O -1.742 3.033 2.519
O 0.516 -2.728 4.695
O -2.183 -2.631 -2.687
O 1.453 -3.511 2.879
O -4.816 0.675 -2.235
O -3.245 -2.430 2.749
O 4.679 -1.625 -0.140
O 2.958 0.202 -0.794
O -1.139 2.798 4.909
O -0.843 3.188 -4.814
O -1.833 0.879 3.634
O 1.534 -2.522 -0.111
O 2.332 -4.643 -0.726
O 0.258 -4.272 -0.836
O 1.597 -3.170 -2.288
O 5.151 0.615 -0.166
O -4.078 2.773 -1.077
O 0.496 2.099 -3.032
O -1.793 -2.008 0.672
O 2.681 4.442 1.981
O 0.263 1.868 3.497
O -3.232 -1.177 -4.284
O 0.927 -1.262 2.659
O 0.512 4.536 -3.612
O 2.814 -2.268 4.045
O 1.707 2.624 0.951
O -3.706 -3.130 0.712
O 0.694 4.752 0.860
O 2.657 4.016 -0.543
O -1.129 -0.775 -3.761
O -2.190 -4.228 1.759
O 3.666 -0.264 1.257
*
```



# 11
The following is a quantum chemistry calculation of a molecular structure, C5H14N7O4S4SbW in a non-equilibrium geometry, from the OMol25 dataset.

HOMO level (spin up / spin down): -7.5 / -8.6 eV
HOMO-LUMO gap (spin up / spin down): 7.212 / 6.104 eV
Lowest unoccupied orbital energy (spin up / spin down): -0.01065 / -0.09043 hartree
Relative energy (zero: lowest compared OMol25 entry of this formula, charge and spin): 0.352 eV

Structure (ORCA input):
```
! wB97M-V def2-TZVPD RIJCOSX def2/J DEFGRID3
* xyz 0 3
W -1.635 1.058 0.759
Sb -4.222 -0.306 -1.300
S -4.175 -2.036 -2.629
S -2.720 1.579 -1.384
S -3.210 -0.791 0.891
S -6.251 0.891 -0.888
O 0.220 1.825 0.188
O -2.084 2.919 1.154
O -1.420 2.219 2.276
O 1.668 1.676 1.854
N -0.782 -0.415 -0.525
N 1.932 3.294 0.211
N 0.613 -2.082 -1.183
N -0.810 -0.166 2.239
N 0.682 -1.309 0.989
N 1.370 3.701 -1.043
N 1.127 -0.953 3.287
C 1.632 -3.097 -0.907
C 0.123 -1.268 -0.242
C 1.289 2.193 0.822
C 0.600 -1.561 -2.586
C 0.307 -0.755 2.171
H 1.639 -1.586 0.964
H 2.062 -1.310 3.132
H 2.846 3.572 0.377
H 1.229 -0.632 -2.544
H -1.345 -0.296 3.068
H -0.401 -1.421 -2.926
H 2.561 -2.685 -0.531
H 1.954 3.465 -1.857
H 1.188 -2.284 -3.192
H 1.104 -0.041 3.764
H 1.184 4.679 -0.956
H 1.828 -3.614 -1.864
H -1.299 -0.609 -1.355
H 1.196 -3.854 -0.233
*
```